A single C19H29N3O3 molecule, computed with the ωB97M-V functional and the def2-TZVPD basis.

XYZ file:
```
54
Properties=species:S:1:pos:R:3:nbo_charge:R:1
C -5.1185 -3.0688 -1.4700 -0.63
C -5.7477 -1.6862 -1.3907 -0.07
O -5.0437 -0.8550 -0.4656 -0.52
C -5.3531 -0.9844 0.8268 0.78
O -6.2399 -1.6760 1.2509 -0.60
C -4.4508 -0.1257 1.7004 -0.34
N -3.5531 0.7307 0.9663 -0.63
C -2.3061 0.2232 0.6490 0.80
O -1.8792 -0.7846 1.1799 -0.67
N -1.5838 0.9184 -0.2833 -0.46
C -1.8153 2.2907 -0.6769 -0.20
C -0.9673 3.2385 0.1752 -0.41
C 0.5096 2.8825 0.0301 -0.43
C 0.7310 1.3986 0.3864 -0.04
N 2.0972 0.9269 0.3034 -0.47
C 2.9432 1.3602 1.3908 -0.40
C 2.7426 0.9806 -0.9945 -0.21
C 3.0818 -0.4354 -1.5034 -0.42
C 4.0483 -1.1207 -0.5849 -0.04
C 5.4186 -0.9677 -0.7551 -0.17
C 6.3099 -1.5659 0.1182 -0.23
C 5.8400 -2.3241 1.1768 -0.22
C 4.4756 -2.4803 1.3559 -0.21
C 3.5862 -1.8835 0.4806 -0.20
C -0.2000 0.5252 -0.4707 -0.22
H -5.2227 -3.5779 -0.5151 0.22
H -4.0611 -2.9851 -1.7093 0.21
H -5.6154 -3.6535 -2.2388 0.22
H -6.7938 -1.7593 -1.0755 0.20
H -5.6805 -1.1644 -2.3478 0.19
H -3.8325 -0.8056 2.2974 0.27
H -5.0748 0.4657 2.3768 0.22
H -4.0062 1.3047 0.2729 0.39
H -2.8692 2.5554 -0.5979 0.20
H -1.5228 2.3848 -1.7296 0.19
H -1.1420 4.2703 -0.1358 0.21
H -1.2696 3.1389 1.2199 0.21
H 1.1122 3.5132 0.6862 0.21
H 0.8258 3.0692 -0.9991 0.19
H 0.4208 1.2529 1.4285 0.20
H 3.1908 2.4332 1.3541 0.16
H 2.4453 1.1516 2.3365 0.20
H 3.8714 0.7919 1.3626 0.21
H 2.0971 1.4619 -1.7343 0.19
H 3.6673 1.5671 -0.9363 0.19
H 3.5105 -0.3491 -2.5043 0.21
H 2.1586 -1.0116 -1.5634 0.21
H 5.7910 -0.3765 -1.5807 0.20
H 7.3733 -1.4404 -0.0278 0.21
H 6.5350 -2.7918 1.8589 0.21
H 4.1039 -3.0704 2.1810 0.21
H 2.5228 -1.9972 0.6267 0.22
H -0.0998 -0.5167 -0.1678 0.25
H 0.0389 0.6215 -1.5332 0.18
```

Computed properties:
**Gap between HOMO and LUMO**: 8.79 eV
**Lowest unoccupied orbital energy**: 0.7 eV
**Net charge**: 0
**Structure (SMILES)**: CCOC(=O)CNC(=O)N1CCC[C@H](N(C)CCc2ccccc2)C1
**HOMO energy**: -8.14 eV

***

5 unconnected molecules or ions with the total composition C19H29N3O7, computed with the ωB97M-V functional and the def2-TZVPD basis.

XYZ file:
```
58
Properties=species:S:1:pos:R:3:nbo_charge:R:1
N -1.8982 0.7163 0.0350 -0.27
C -0.8044 0.9811 -0.1783 0.26
C 0.5542 1.4521 -0.5030 -0.31
C 1.5395 0.2834 -0.2278 -0.52
C 2.2909 -0.0574 -1.4995 0.82
O 2.1451 -1.0582 -2.0991 -0.52
O 3.2109 0.9116 -1.8783 -0.74
C 0.8479 2.7235 0.3338 -0.13
C 0.3010 2.5333 1.6897 0.26
N -0.2518 2.5341 2.6957 -0.26
N 0.1378 3.8856 -0.2945 -0.53
C 0.8355 4.4035 -1.1613 0.86
O 1.2092 4.9570 -2.1069 -0.45
H 0.5346 1.6863 -1.5643 0.25
H 2.2811 0.4997 0.5385 0.26
H 1.0018 -0.6035 0.0797 0.26
H 2.7558 1.4975 -2.4900 0.49
H 1.9115 2.9208 0.3929 0.25
C -6.9895 -1.1179 1.3395 -0.72
C -5.5856 -0.9825 1.8795 0.60
C -4.9630 0.3875 1.8255 -0.73
O -4.9936 -1.9340 2.3339 -0.55
H -7.3166 -2.1510 1.4385 0.23
H -7.6686 -0.4764 1.9031 0.23
H -7.0118 -0.8397 0.2847 0.23
H -5.5578 1.0895 2.4118 0.25
H -4.8980 0.7259 0.7898 0.23
H -3.9593 0.3446 2.2423 0.24
C 2.4525 -4.9650 -5.9318 -0.72
C 1.5799 -3.9710 -5.2025 0.59
C 1.9360 -3.6657 -3.7687 -0.72
O 0.6385 -3.4440 -5.7457 -0.54
H 2.0858 -5.0901 -6.9484 0.23
H 3.4808 -4.6018 -5.9696 0.23
H 2.4227 -5.9304 -5.4244 0.23
H 2.9411 -3.2454 -3.7154 0.23
H 1.8837 -4.5776 -3.1704 0.22
H 1.2344 -2.9423 -3.3679 0.25
C 6.6535 -1.2471 0.5757 -0.72
C 5.3780 -1.6196 -0.1357 0.62
C 5.4646 -2.6870 -1.1958 -0.73
O 4.3264 -1.0852 0.1310 -0.57
H 6.4456 -0.4707 1.3087 0.23
H 7.0616 -2.1182 1.0902 0.23
H 7.3832 -0.8693 -0.1419 0.23
H 5.8215 -3.6201 -0.7571 0.23
H 6.1439 -2.3703 -1.9887 0.23
H 4.4770 -2.8522 -1.6224 0.24
C -3.7641 3.7418 3.1283 -0.73
C -4.4471 3.2309 4.3718 0.60
C -3.8601 3.6476 5.6972 -0.72
O -5.4215 2.5174 4.3102 -0.55
H -4.2855 3.3682 2.2494 0.23
H -3.7844 4.8331 3.1138 0.23
H -2.7307 3.3926 3.1006 0.25
H -3.8840 4.7345 5.7905 0.23
H -2.8306 3.2947 5.7752 0.23
H -4.4448 3.2115 6.5043 0.23
```

Computed properties:
**Gap between HOMO and LUMO**: 8.52 eV
**Lowest unoccupied orbital energy**: -0.4 eV
**Net charge**: 0
**Structure (SMILES)**: N#C[C@H](CC(=O)O)[C@H](C#N)N=C=O.CC(C)=O.CC(C)=O.CC(C)=O.CC(C)=O
**HOMO energy**: -8.89 eV

***

7 unconnected molecules or ions with the total composition C19H29NO21P2S, computed with the ωB97M-V functional and the def2-TZVPD basis.

XYZ file:
```
73
Properties=species:S:1:pos:R:3:lowdin_charge:R:1
N -3.8031 -3.1943 0.2030 -0.25
P -2.2701 -2.6340 -0.0456 0.76
O -2.0362 -1.4200 1.2294 -0.23
C -2.1017 -0.1401 0.4540 -0.44
O -3.2393 0.5595 0.4941 0.00
O -0.8964 0.1922 -0.3285 -0.33
P -0.6589 1.9113 -0.4750 0.40
S 1.0165 2.4068 0.4382 0.18
H -3.7524 -4.2389 0.3889 -0.08
H -2.1304 -1.9895 -1.3555 0.04
H -1.2942 -3.6923 0.0525 0.01
H -0.5766 2.2203 -1.9085 -0.01
H -1.8000 2.6817 0.0081 0.01
O -3.8327 -5.8195 0.3665 0.11
C -3.0455 -6.4179 -0.3475 -0.48
O -2.2784 -5.8310 -1.3122 0.03
C -1.3515 -6.8065 -1.7505 -0.13
C -2.0233 -8.0967 -1.4086 -0.14
O -2.8178 -7.7626 -0.2864 0.08
H -1.1620 -6.7070 -2.8228 0.14
H -0.4102 -6.6685 -1.2083 0.14
H -2.6773 -8.4532 -2.2115 0.14
H -1.3080 -8.8844 -1.1568 0.12
O -1.1796 -11.1409 -1.5636 0.12
C -1.9564 -11.6724 -0.7878 -0.51
O -3.2242 -11.2307 -0.5411 0.06
C -3.8656 -12.2307 0.2282 -0.13
C -2.7264 -12.9500 0.8746 -0.14
O -1.6701 -12.7864 -0.0525 0.07
H -4.5435 -11.7820 0.9594 0.14
H -4.4419 -12.8769 -0.4421 0.14
H -2.4335 -12.4979 1.8281 0.14
H -2.9411 -14.0102 1.0350 0.14
O 5.3735 2.5695 0.2719 0.13
C 5.0757 3.2370 1.2484 -0.52
O 5.8760 3.4057 2.3413 0.06
C 5.2791 4.4130 3.1363 -0.14
C 3.8419 4.3647 2.7300 -0.14
O 3.8975 3.9118 1.3906 0.02
H 5.4185 4.2007 4.1999 0.14
H 5.7484 5.3738 2.9005 0.12
H 3.2639 3.6475 3.3222 0.14
H 3.3598 5.3443 2.7886 0.13
O -1.1201 5.4307 -1.3508 0.12
C -1.8283 5.7816 -0.4218 -0.51
O -2.2043 4.9718 0.6108 0.02
C -2.8199 5.7999 1.5795 -0.13
C -3.2815 6.9764 0.7822 -0.14
O -2.3488 7.0356 -0.2802 0.07
H -3.6471 5.2769 2.0672 0.14
H -2.0761 6.0727 2.3354 0.14
H -4.2838 6.8317 0.3654 0.14
H -3.2681 7.9032 1.3622 0.14
O 4.7977 8.5673 5.6508 0.14
C 4.8472 8.7966 4.4538 -0.51
O 5.1341 10.0166 3.9129 0.07
C 5.3159 9.8178 2.5235 -0.14
C 4.5482 8.5647 2.2525 -0.14
O 4.6217 7.8660 3.4807 0.04
H 4.9337 10.6711 1.9565 0.14
H 6.3858 9.7052 2.3196 0.14
H 3.4963 8.7609 2.0195 0.14
H 4.9873 7.9745 1.4435 0.14
O 0.1768 0.3109 -7.6261 0.13
C 0.2824 0.5626 -6.4374 -0.51
O 0.3653 1.8231 -5.9197 0.07
C 0.2475 1.6991 -4.5148 -0.16
C 0.6823 0.2930 -4.2565 -0.14
O 0.3340 -0.3801 -5.4514 0.06
H 0.8812 2.4310 -4.0066 0.14
H -0.7957 1.8732 -4.2309 0.12
H 1.7640 0.2107 -4.1065 0.14
H 0.1697 -0.1500 -3.3981 0.13
```

Computed properties:
**Gap between HOMO and LUMO**: 8.56 eV
**Lowest unoccupied orbital energy**: 0.1 eV
**Net charge**: 0
**Structure (SMILES)**: N=[PH2]OC(=O)O[PH2]=S.O=C1OCCO1.O=C1OCCO1.O=C1OCCO1.O=C1OCCO1.O=C1OCCO1.O=C1OCCO1
**HOMO energy**: -8.42 eV

***

A molecular structure, C19H29NO2S2Se2V, computed with the ωB97M-V functional and the def2-TZVPD basis.

XYZ file:
```
56
Properties=species:S:1:pos:R:3:nbo_charge:R:1
V -0.1142 0.1273 0.2686 0.69
C 0.3109 0.9447 3.9454 -0.78
Se -0.0618 -0.5035 2.7070 0.53
C 1.6287 -1.4539 2.9466 -0.56
C 2.8507 -0.7673 2.3907 -0.56
Se 2.8187 -0.7003 0.4398 0.35
C 4.4392 0.3450 0.2334 -0.77
H 0.5090 0.4861 4.9079 0.26
H -0.5797 1.5594 4.0250 0.25
H 1.1539 1.5420 3.6150 0.23
H 1.4686 -2.4337 2.5086 0.24
H 1.7210 -1.5772 4.0225 0.26
H 3.7421 -1.3267 2.6684 0.25
H 2.9551 0.2499 2.7552 0.23
H 4.3423 1.3112 0.7190 0.23
H 4.5989 0.4756 -0.8327 0.24
H 5.2658 -0.2179 0.6541 0.25
O 0.2178 0.0645 -1.8593 -0.74
C -0.1056 1.2361 -2.6873 -0.06
C 1.1183 2.1083 -2.8595 -0.43
C 1.8805 2.3105 -1.5420 -0.44
C 1.0566 2.9636 -0.4704 0.25
C 1.0651 4.3503 -0.3966 -0.24
C 0.3248 5.0106 0.5611 -0.09
C -0.4237 4.2528 1.4501 -0.23
C -0.4086 2.8900 1.3205 0.07
N 0.3038 2.2155 0.3785 -0.54
H 0.9825 -0.3843 -2.2404 0.50
H -0.9041 1.7433 -2.1594 0.21
H -0.4935 0.8874 -3.6390 0.22
H 0.7967 3.0666 -3.2738 0.25
H 1.7967 1.6614 -3.5903 0.23
H 2.7543 2.9317 -1.7288 0.25
H 2.2465 1.3582 -1.1789 0.21
H 1.6762 4.9016 -1.1006 0.24
H 0.3285 6.0932 0.6167 0.25
H -1.0253 4.7090 2.2250 0.25
H -1.0173 2.2927 1.9741 0.21
C -0.0063 -4.4183 -0.1577 -0.79
S 0.1752 -2.8605 -0.9862 1.27
O 0.0876 -1.8427 0.1955 -0.98
C -1.3470 -2.7965 -1.8753 -0.33
C -1.2642 -2.8189 -3.2608 -0.19
C -2.4388 -2.7909 -3.9984 -0.20
C -3.6624 -2.7180 -3.3447 -0.15
C -3.7265 -2.6792 -1.9536 -0.20
C -2.5637 -2.7249 -1.2048 -0.14
H -0.9512 -4.4271 0.3809 0.26
H 0.8428 -4.5411 0.5135 0.26
H 0.0126 -5.1884 -0.9319 0.27
H -0.3011 -2.8823 -3.7581 0.23
H -2.3992 -2.8289 -5.0799 0.24
H -4.5776 -2.6925 -3.9233 0.24
H -4.6860 -2.6194 -1.4536 0.24
H -2.6047 -2.6846 -0.1232 0.22
S -2.1328 0.3621 0.2388 0.01
```

Computed properties:
**Gap between HOMO and LUMO (spin up / spin down)**: 7.60 / 8.77 eV
**Lowest unoccupied orbital energy (spin up / spin down)**: -7.0 / -5.9 eV
**Net charge**: +2
**Spin multiplicity**: 2
**HOMO energy (spin up / spin down)**: -14.62 / -14.67 eV
**<S²>**: 0.987

***

A molecular structure, C19H29O2Zr, computed with the ωB97M-V functional and the def2-TZVPD basis.

XYZ file:
```
51
Properties=species:S:1:pos:R:3:nbo_charge:R:1
Zr 0.0886 -0.0113 0.0445 1.14
C 0.7947 -2.2427 0.5824 -0.30
C -0.5392 -2.1347 1.0663 -0.41
C -1.3989 -2.0646 -0.0591 -0.32
H -0.7759 -2.1341 2.1334 0.25
C -0.5935 -2.0220 -1.2456 -0.36
C 0.7617 -2.1066 -0.8707 -0.41
H 1.6430 -2.1213 -1.5228 0.22
H 1.6125 -2.5617 1.2069 0.21
H -2.4829 -2.2144 -0.0069 0.21
H -0.9744 -2.0724 -2.2801 0.22
C 1.3948 1.9867 -0.2309 -0.34
C 1.9685 0.9441 -1.1026 -0.32
C 1.0089 0.6414 -2.1005 -0.34
H 2.9532 0.5188 -1.0876 0.21
C -0.1091 1.4977 -1.9054 -0.43
C 0.1297 2.3125 -0.7459 -0.39
H -0.5176 3.0911 -0.3260 0.24
H 1.8081 2.3306 0.7189 0.24
H 1.2211 -0.0651 -2.9032 0.22
H -0.9003 1.6401 -2.6434 0.22
O -2.1617 0.6613 0.1139 -0.58
C -3.4224 0.9172 -0.7200 0.28
C -4.3520 0.6500 0.4578 -0.49
C -3.5347 -0.0578 -1.8814 -0.63
C -3.4535 2.3706 -1.1729 -0.64
C -3.0922 0.5720 1.3053 -0.09
H -4.8968 -0.2957 0.3970 0.20
H -5.0266 1.4738 0.7154 0.20
H -2.9286 1.4509 1.9332 0.20
H -2.9437 -0.3795 1.8152 0.20
H -4.4742 0.1091 -2.4239 0.20
H -3.5182 -1.0941 -1.5397 0.22
H -2.7163 0.0980 -2.5907 0.22
H -4.4875 2.7023 -1.3317 0.20
H -2.9268 2.4772 -2.1237 0.21
H -2.9861 3.0205 -0.4293 0.23
C 3.0651 -0.9495 2.7529 -0.62
C 3.1966 -0.5187 1.3270 0.28
C 4.0028 0.7536 1.3172 -0.63
C 3.8838 -1.5574 0.4285 -0.64
O 1.7754 -0.2089 1.0264 -0.92
H 4.0657 -1.0119 3.1885 0.18
H 2.5103 -1.8903 2.8357 0.20
H 2.4736 -0.1671 3.2376 0.23
H 4.9715 0.5183 1.7680 0.19
H 4.1435 1.1582 0.3197 0.21
H 3.4563 1.4710 1.9207 0.22
H 3.3954 -2.5384 0.4193 0.21
H 4.0013 -1.2391 -0.6165 0.20
H 4.8869 -1.7078 0.8288 0.20
```

Computed properties:
**Gap between HOMO and LUMO (spin up / spin down)**: 2.68 / 2.68 eV
**Lowest unoccupied orbital energy (spin up / spin down)**: 2.9 / 3.0 eV
**Net charge**: -1
**HOMO energy (spin up / spin down)**: 0.26 / 0.27 eV

***

A molecular structure, C19H30BBr3CaCl8F3ILiMgN2O13S2, computed with the ωB97M-V functional and the def2-TZVPD basis.

XYZ file:
```
85
Properties=species:S:1:pos:R:3:lowdin_charge:R:1
C 3.8431 1.3542 2.0638 -0.08
C 2.4073 1.5407 1.8002 -0.43
F 2.1190 2.8994 1.7764 0.01
C 1.7398 0.9165 0.5724 -0.06
C 0.5940 0.1972 1.3028 -0.12
C -0.2252 1.1297 2.3339 -0.54
O -0.0357 2.1972 2.8120 0.21
O -1.3606 0.3631 2.5877 -0.06
C -1.8441 0.1300 1.2444 -0.33
C -3.1546 -0.6930 1.2335 -0.16
N -3.2269 -1.6864 0.1466 0.05
C -2.1910 1.4786 0.5799 -0.16
C -3.0038 2.5667 1.3135 -0.73
C -4.0253 3.1344 0.3002 -0.18
I -4.0991 2.1902 3.1068 1.02
C -0.5639 -0.5345 0.5897 -0.27
C -0.6268 -0.1877 -0.9247 -0.07
C 0.0737 -1.1578 -1.8595 -0.16
O 1.4887 -1.2969 -1.7219 -0.19
C 2.1701 -0.4416 -2.5701 -0.64
O 1.9050 0.7386 -2.6374 0.02
O -0.4818 -1.9465 0.5708 0.17
B -0.5213 -2.7060 1.6958 -0.77
O -0.1261 -2.3341 3.0161 0.07
O -1.0316 -3.9671 1.5949 0.22
H 3.7194 0.7575 2.9829 -0.10
H 4.3301 2.3110 2.2344 0.10
H 4.4234 0.8574 1.2871 0.05
H 1.9355 1.0873 2.6875 -0.01
H 1.5178 1.6727 -0.1725 0.14
H 2.4206 0.1646 0.1659 0.00
H 1.2298 -0.4341 1.9771 0.10
H -4.0077 -0.0244 1.1562 0.08
H -3.1819 -1.2373 2.1806 0.13
H -3.8669 -2.4288 0.4082 0.09
H -3.6792 -1.2488 -0.6503 0.09
H -1.2929 1.9718 0.2011 0.14
H -2.7392 1.2207 -0.3234 0.11
H -2.3413 3.4041 1.5159 0.08
H -4.8773 2.4527 0.2854 0.06
H -3.6043 3.1066 -0.7069 0.08
H -4.3259 4.1474 0.5483 0.08
H -1.6562 -0.1914 -1.2731 0.12
H -0.2400 0.8075 -1.1222 0.12
H -0.4026 -2.1357 -1.8884 0.13
H -0.1147 -0.7367 -2.8537 0.13
H 2.8853 -0.8218 -3.2883 0.00
H -0.8381 -2.6696 3.5814 0.12
H -1.6705 -3.9556 0.8676 0.12
C 4.2837 -3.8812 -4.5037 -1.93
Cl 4.9421 -2.8348 -5.8581 0.44
Cl 3.4751 -5.2944 -5.1689 0.57
Cl 5.6481 -4.3922 -3.5046 0.59
Cl 3.1909 -2.9123 -3.5861 0.72
Ca 0.8725 -0.1636 3.9552 1.44
Cl 3.5572 0.4915 5.0258 -0.24
N -7.1723 4.6388 5.0860 -0.28
S -7.9804 5.8955 5.6933 0.50
O -7.4770 6.3666 6.9353 -0.26
O -9.3908 5.8250 5.5067 -0.27
F -7.4990 6.9619 4.6518 -0.15
S -7.3172 3.3420 5.8937 0.45
O -6.3621 2.3466 5.5309 -0.36
O -8.6749 2.8691 6.1294 -0.42
F -6.8483 3.7266 7.3487 -0.16
Mg 7.4742 -2.6527 -6.1676 1.19
Cl 4.0281 -0.7689 -1.0009 -0.01
C 2.3810 -3.0604 -9.0313 -0.97
Cl 3.7452 -2.6459 -10.0733 0.52
Cl 2.9236 -3.8872 -7.5530 0.46
H 1.8670 -2.1495 -8.7492 0.03
H 1.7131 -3.7212 -9.5702 0.03
C 11.3298 -1.8805 -9.4640 0.01
C 10.4570 -2.0692 -8.2123 -0.74
O 9.2405 -1.7187 -8.3569 -0.09
O 10.9899 -2.5324 -7.2061 0.00
H 10.7597 -1.4681 -10.2912 0.07
H 12.1480 -1.2060 -9.2230 0.09
H 11.7345 -2.8472 -9.7548 0.09
Li -9.9471 1.4379 6.5970 0.89
C -4.3569 -0.6493 7.5844 -1.64
Br -4.3121 -0.2562 9.4560 0.61
Br -2.5847 -1.0093 6.9038 0.53
Br -5.5629 -2.0920 7.1785 0.57
H -4.7210 0.2298 7.0703 -0.04
```

Computed properties:
**Gap between HOMO and LUMO**: 3.61 eV
**Lowest unoccupied orbital energy**: -6.1 eV
**Net charge**: +1
**HOMO energy**: -9.69 eV